No. 1
Molecular formula: C25H35CoN9O2PS2
Method: DFT, ωB97M-V/def2-TZVPD

spin multiplicity = 2
orbital gap (alpha / beta) = 0.2770 / 0.2944 Eh
⟨S²⟩ = 0.76
charge = +1
highest occupied orbital energy (alpha / beta) = -10.03 / -10.03 eV

Last column: Löwdin charge in e.
Cartesian coordinates (Å):
Co -0.001 0.222 0.068  0.59
C 1.372 -4.060 -2.998  0.00
N 0.730 -2.796 -2.643  -0.09
C 0.157 -1.950 -3.554  -0.03
C -0.244 -0.855 -2.858  -0.12
N 0.076 -1.023 -1.535  0.00
C 0.648 -2.211 -1.427  -0.46
P 1.441 -2.911 0.066  1.19
C 2.477 -1.347 0.174  -0.39
N 2.030 -0.090 0.209  0.01
C 3.135 0.725 0.312  -0.10
C 4.255 -0.045 0.335  -0.04
N 3.826 -1.346 0.251  -0.11
C 4.694 -2.523 0.197  -0.01
C 0.408 -2.295 1.449  -0.41
N -0.114 -1.081 1.588  0.00
C -0.597 -0.994 2.867  -0.12
C -0.362 -2.167 3.510  -0.03
N 0.283 -2.976 2.614  -0.09
C 0.779 -4.313 2.938  -0.01
H 0.745 -4.595 -3.706  0.11
H 2.342 -3.870 -3.456  0.10
H 1.502 -4.684 -2.122  0.03
H 0.085 -2.194 -4.602  0.13
H -0.730 0.032 -3.230  0.10
H 3.074 1.797 0.372  0.08
H 5.294 0.229 0.408  0.13
H 5.696 -2.236 0.498  0.09
H 4.331 -3.296 0.868  0.08
H 4.729 -2.926 -0.813  0.10
H -1.047 -0.100 3.264  0.11
H -0.579 -2.482 4.517  0.13
H 1.492 -4.248 3.760  0.10
H -0.041 -4.964 3.227  0.10
H 1.260 -4.753 2.079  0.04
C -2.961 -0.238 1.013  -0.09
N -2.142 0.573 0.090  -0.27
C -2.648 0.337 -1.278  -0.08
C -2.315 1.995 0.452  -0.18
C -1.326 2.863 -0.273  -0.19
N 0.044 2.408 -0.012  -0.30
C 0.461 2.798 1.354  -0.05
C 0.937 3.060 -0.989  -0.06
H -4.018 0.015 0.889  0.11
H -2.679 -0.042 2.042  0.06
H -2.817 -1.296 0.802  0.00
H -3.707 0.607 -1.340  0.11
H -2.537 -0.718 -1.522  0.03
H -2.094 0.930 -2.002  0.07
H -2.182 2.089 1.529  0.12
H -3.330 2.334 0.221  0.14
H -1.455 3.907 0.032  0.14
H -1.498 2.815 -1.347  0.12
H 0.401 3.884 1.485  0.11
H 1.485 2.478 1.531  0.07
H -0.172 2.320 2.101  0.08
H 0.764 4.141 -1.011  0.10
H 0.764 2.652 -1.984  0.10
H 1.976 2.889 -0.727  0.06
O 0.524 -6.784 1.172  -0.30
S 0.212 -6.347 -0.163  0.64
O 1.246 -6.494 -1.156  -0.32
N -0.305 -4.756 -0.154  -0.19
C -1.590 -4.675 -0.513  -0.80
S -2.462 -3.251 -0.665  0.70
C -2.220 -6.006 -0.805  -0.24
C -3.536 -6.270 -1.137  -0.03
C -3.911 -7.593 -1.337  -0.05
C -2.987 -8.628 -1.212  -0.06
C -1.667 -8.366 -0.876  -0.03
C -1.317 -7.044 -0.683  -0.23
H -4.243 -5.457 -1.223  0.09
H -4.939 -7.822 -1.587  0.11
H -3.301 -9.652 -1.369  0.11
H -0.945 -9.165 -0.761  0.13


No. 2
Molecular formula: C25H35CrO5Si3Te
Method: DFT, ωB97M-V/def2-TZVPD

spin multiplicity = 2
orbital gap (alpha / beta) = 0.2053 / 0.1955 Eh
⟨S²⟩ = 0.90
charge = -2
ΔE to the lowest compared entry with this formula, charge and spin = 76.20 kJ/mol
highest occupied orbital energy (alpha / beta) = -1.35 / -1.08 eV

Last column: natural (NBO) charge in e.
Cartesian coordinates (Å):
Cr 0.192 0.395 -0.068  0.55
O -3.887 2.122 -2.445  -0.70
C -2.887 1.362 -1.952  0.77
O -1.736 1.683 -2.034  -0.54
C -3.340 0.078 -1.303  -0.16
O -2.381 -0.237 -0.344  -0.54
C -2.682 -1.410 0.378  -0.17
C -1.613 -1.663 1.454  0.78
O -1.877 -2.535 2.282  -0.71
O -0.546 -0.999 1.342  -0.74
H -3.453 2.915 -2.798  0.49
H -3.403 -0.709 -2.070  0.21
H -4.335 0.207 -0.858  0.18
H -2.697 -2.279 -0.294  0.19
H -3.660 -1.321 0.863  0.18
C 2.302 -1.758 2.032  -1.14
Si 2.116 0.024 1.386  1.35
C 3.932 0.443 0.944  -1.14
C 1.896 1.122 2.958  -0.46
C 2.763 1.005 4.051  -0.21
C 2.670 1.846 5.151  -0.25
C 1.689 2.831 5.178  -0.27
C 0.813 2.947 4.108  -0.16
C 0.896 2.107 2.992  -0.41
Si -0.325 2.190 1.508  0.94
C -2.020 2.000 2.409  -1.09
C -0.391 4.073 1.089  -1.09
H 3.031 -1.806 2.848  0.20
H 2.647 -2.414 1.227  0.21
H 1.342 -2.135 2.383  0.26
H 4.558 0.261 1.825  0.20
H 4.034 1.490 0.655  0.23
H 4.314 -0.171 0.125  0.22
H 3.532 0.237 4.044  0.19
H 3.362 1.737 5.981  0.18
H 1.608 3.501 6.029  0.18
H 0.039 3.710 4.148  0.18
H -2.115 2.696 3.251  0.20
H -2.121 0.982 2.796  0.22
H -2.860 2.183 1.728  0.20
H -0.510 4.687 1.989  0.20
H -1.240 4.286 0.428  0.20
H 0.518 4.396 0.574  0.22
C -0.120 -3.791 -4.638  -1.10
Si -1.209 -3.164 -3.225  1.63
C -1.778 -4.704 -2.295  -1.10
C -2.761 -2.429 -4.031  -1.10
C -0.382 -1.971 -2.184  -0.85
C 0.149 -1.133 -1.451  -0.27
H -0.691 -4.410 -5.337  0.21
H 0.702 -4.391 -4.242  0.23
H 0.319 -2.957 -5.191  0.24
H -2.371 -5.362 -2.937  0.21
H -2.380 -4.440 -1.422  0.23
H -0.915 -5.267 -1.931  0.23
H -3.055 -2.998 -4.917  0.21
H -2.584 -1.393 -4.330  0.23
H -3.604 -2.436 -3.333  0.22
Te 1.832 2.067 -1.472  0.01
C 3.159 0.868 -2.614  -0.23
C 3.204 -0.519 -2.468  -0.26
C 4.102 -1.283 -3.202  -0.15
C 4.975 -0.681 -4.101  -0.28
C 4.929 0.697 -4.265  -0.23
C 4.029 1.459 -3.532  -0.25
H 2.513 -0.999 -1.786  0.24
H 4.117 -2.359 -3.069  0.19
H 5.681 -1.278 -4.668  0.19
H 5.598 1.182 -4.969  0.19
H 3.998 2.535 -3.668  0.20


| no. | total energy (eV) |
| --- | --- |
| 1 | -112580.860 |
| 2 | -96078.433 |